Record 1
C35H50MnNOP2Si3 as an isolated structure. Source: the OMol25 dataset; level of theory: ωB97M-V/def2-TZVPD.

Output
total charge	+1
frontier orbital gap (alpha / beta)	8.15 / 8.30	eV
spin multiplicity	6

Each line ends with the Löwdin spin population.
Atoms and positions in Å:
1 Mn -0.820 -0.089 0.161  4.6775
2 C -3.253 2.146 0.832  0.0085
3 O -2.680 0.869 0.581  0.0605
4 Si -3.521 -0.657 0.557  0.0178
5 C -4.860 -0.611 1.851  0.0038
6 C -4.358 -0.671 -1.117  0.0017
7 C -2.047 -1.734 0.773  0.0334
8 Si -1.966 -3.152 -0.439  0.0158
9 C -1.876 -2.518 -2.222  0.0094
10 C -3.448 -4.300 -0.303  0.0026
11 C -0.448 -4.241 -0.246  0.0017
12 Si -1.664 -2.094 2.572  0.0157
13 C -0.065 -3.075 2.829  0.0014
14 C -1.440 -0.475 3.522  0.0079
15 C -3.000 -3.080 3.452  0.0026
16 H -3.698 2.551 -0.078  0.0008
17 H -2.469 2.816 1.184  0.0003
18 H -4.018 2.066 1.604  0.0009
19 H -5.672 0.054 1.553  0.0003
20 H -4.509 -0.303 2.835  0.0000
21 H -5.282 -1.612 1.952  0.0001
22 H -5.255 -0.051 -1.076  0.0001
23 H -4.670 -1.665 -1.434  0.0001
24 H -3.712 -0.267 -1.898  0.0003
25 H -2.785 -2.739 -2.783  0.0008
26 H -1.044 -2.986 -2.751  0.0001
27 H -1.733 -1.435 -2.275  0.0049
28 H -4.401 -3.770 -0.349  0.0001
29 H -3.423 -4.835 0.648  0.0000
30 H -3.449 -5.048 -1.096  0.0005
31 H 0.486 -3.683 -0.354  0.0006
32 H -0.470 -4.995 -1.036  0.0001
33 H -0.416 -4.767 0.705  0.0001
34 H 0.577 -3.129 1.953  0.0002
35 H -0.298 -4.102 3.112  0.0000
36 H 0.514 -2.642 3.647  0.0001
37 H -0.677 0.172 3.070  0.0033
38 H -1.118 -0.686 4.542  0.0008
39 H -2.359 0.108 3.580  0.0000
40 H -3.287 -3.955 2.868  0.0000
41 H -3.902 -2.508 3.659  0.0001
42 H -2.616 -3.441 4.408  0.0004
43 C -0.030 3.149 -0.932  0.0057
44 N 1.089 2.191 -0.732  0.0200
45 P 0.821 0.757 -1.689  0.0220
46 C 2.439 0.015 -1.966  0.0018
47 C 3.556 0.798 -2.249  0.0004
48 C 4.751 0.189 -2.587  0.0001
49 C 4.834 -1.198 -2.645  0.0000
50 C 3.725 -1.977 -2.357  0.0001
51 C 2.524 -1.371 -2.016  0.0012
52 C 0.381 1.385 -3.331  0.0027
53 C 1.058 2.459 -3.910  0.0006
54 C 0.773 2.838 -5.210  0.0002
55 C -0.173 2.137 -5.948  0.0001
56 C -0.829 1.056 -5.386  0.0000
57 C -0.554 0.678 -4.079  0.0005
58 P 1.008 1.664 0.942  0.0249
59 C 1.407 3.162 1.868  0.0059
60 C 1.035 3.199 3.209  0.0009
61 C 1.381 4.288 3.992  -0.0001
62 C 2.089 5.344 3.436  0.0004
63 C 2.454 5.312 2.098  0.0003
64 C 2.118 4.222 1.310  0.0016
65 C 2.444 0.603 1.165  0.0044
66 C 3.757 1.066 1.069  0.0004
67 C 4.810 0.186 1.231  0.0011
68 C 4.563 -1.157 1.503  0.0007
69 C 3.262 -1.617 1.628  0.0016
70 C 2.207 -0.731 1.462  0.0123
71 H 0.080 3.665 -1.880  0.0004
72 H -0.019 3.889 -0.135  0.0002
73 H -1.015 2.657 -0.930  0.0029
74 H 3.490 1.877 -2.195  0.0001
75 H 5.620 0.793 -2.807  0.0000
76 H 5.769 -1.670 -2.915  0.0000
77 H 3.792 -3.055 -2.394  0.0000
78 H 1.657 -1.981 -1.788  0.0010
79 H 1.817 2.992 -3.351  0.0001
80 H 1.294 3.676 -5.652  0.0000
81 H -0.389 2.433 -6.964  0.0000
82 H -1.557 0.502 -5.962  0.0000
83 H -1.067 -0.172 -3.654  0.0001
84 H 0.476 2.379 3.644  0.0002
85 H 1.093 4.316 5.034  0.0000
86 H 2.355 6.196 4.046  0.0000
87 H 3.004 6.137 1.666  0.0000
88 H 2.408 4.190 0.267  0.0003
89 H 3.952 2.111 0.860  0.0001
90 H 5.827 0.544 1.150  0.0001
91 H 5.391 -1.841 1.630  0.0001
92 H 3.063 -2.655 1.862  0.0001
93 H 1.188 -1.099 1.594  0.0090

***

Record 2
C35H50N4O2ReSbSeSi3 as an isolated structure. Source: the OMol25 dataset; level of theory: ωB97M-V/def2-TZVPD.

Output
total charge	+2
frontier orbital gap (alpha / beta)	6.76 / 6.75	eV

Each line ends with the Mulliken charge.
Atoms and positions in Å:
1 Re 0.492 0.233 0.388  0.6691
2 O 2.241 0.674 1.030  -0.5948
3 C 3.358 0.992 0.348  0.8740
4 C 4.314 1.761 1.005  -0.6858
5 C 5.502 2.068 0.371  -0.5718
6 C 5.772 1.614 -0.923  -0.9195
7 C 4.831 0.858 -1.579  -0.9085
8 C 3.603 0.546 -0.965  0.5977
9 C 2.657 -0.238 -1.692  0.0627
10 N 1.466 -0.521 -1.269  0.4655
11 N 0.720 -1.375 -2.085  -1.0003
12 C -0.343 -1.732 -1.456  0.1952
13 O -0.535 -1.307 -0.190  0.4310
14 C -1.366 -2.599 -2.046  0.1394
15 C -1.119 -3.245 -3.257  -0.4364
16 C -2.097 -4.050 -3.814  -0.7297
17 C -3.319 -4.210 -3.173  -0.4411
18 C -3.568 -3.564 -1.970  -1.0403
19 C -2.592 -2.761 -1.402  0.1413
20 H 4.110 2.098 2.013  0.3182
21 H 6.241 2.663 0.892  0.4790
22 H 6.713 1.850 -1.397  0.4372
23 H 5.024 0.489 -2.579  0.4528
24 H 2.938 -0.638 -2.663  0.5249
25 H -0.163 -3.118 -3.744  0.5043
26 H -1.905 -4.561 -4.748  0.4304
27 H -4.079 -4.843 -3.612  0.4262
28 H -4.520 -3.693 -1.472  0.4625
29 H -2.778 -2.262 -0.460  0.1434
30 C 2.955 -0.158 4.452  -0.6853
31 Si 1.314 0.692 4.696  0.6460
32 C 1.440 2.519 4.340  -0.6995
33 C 0.572 0.354 6.372  -1.1096
34 Sb -0.273 -0.349 2.955  -0.9017
35 Si 0.224 -2.885 2.957  0.5558
36 C -1.250 -3.768 2.240  -0.7027
37 C 1.746 -3.085 1.889  -0.8193
38 C 0.550 -3.381 4.724  -1.0824
39 Si -2.752 -0.029 3.511  0.4021
40 C -3.076 1.808 3.629  -0.6884
41 C -3.695 -0.787 2.087  -0.6204
42 C -3.081 -0.901 5.123  -1.0013
43 H 3.703 0.280 5.118  0.4517
44 H 3.302 -0.042 3.424  -0.0643
45 H 2.900 -1.224 4.678  0.2859
46 H 2.131 2.986 5.047  0.5373
47 H 0.475 3.021 4.442  0.2683
48 H 1.819 2.694 3.331  -0.0306
49 H 1.238 0.723 7.156  0.4199
50 H 0.426 -0.715 6.539  0.3022
51 H -0.390 0.855 6.496  0.2802
52 H -1.527 -3.348 1.273  -0.0949
53 H -2.111 -3.724 2.909  0.3239
54 H -1.004 -4.823 2.091  0.4460
55 H 1.558 -2.793 0.853  -0.0042
56 H 2.047 -4.136 1.875  0.5179
57 H 2.588 -2.504 2.271  0.2277
58 H -0.310 -3.167 5.363  0.2720
59 H 1.417 -2.861 5.135  0.2611
60 H 0.748 -4.453 4.786  0.4227
61 H -2.846 2.321 2.692  -0.1669
62 H -2.484 2.266 4.424  0.3333
63 H -4.130 1.986 3.859  0.4917
64 H -3.346 -0.392 1.130  -0.0971
65 H -4.762 -0.570 2.178  0.5862
66 H -3.574 -1.871 2.072  0.2513
67 H -2.525 -0.450 5.946  0.2773
68 H -2.803 -1.955 5.065  0.2723
69 H -4.144 -0.852 5.371  0.4082
70 C -3.468 4.080 0.225  -0.8119
71 N -3.051 4.069 -1.176  0.3062
72 C -3.128 5.160 -2.000  -0.4732
73 C -2.632 4.788 -3.207  -0.4844
74 N -2.254 3.476 -3.096  0.3107
75 C -1.656 2.678 -4.169  -0.7426
76 C -2.494 3.052 -1.846  -0.4853
77 Se -2.138 1.308 -1.198  0.0222
78 H -4.389 4.651 0.302  0.4992
79 H -2.687 4.538 0.828  0.2362
80 H -3.641 3.058 0.553  0.2632
81 H -3.541 6.098 -1.673  0.5480
82 H -2.541 5.336 -4.128  0.4955
83 H -1.833 3.190 -5.110  0.3377
84 H -2.117 1.695 -4.197  0.3592
85 H -0.586 2.575 -4.003  0.2896
86 C -0.523 1.691 -0.172  -0.3963
87 C -0.151 3.085 0.130  0.6170
88 C 0.311 3.927 -0.889  0.0539
89 C 0.679 5.230 -0.606  -0.9452
90 C 0.607 5.708 0.700  -0.7744
91 C 0.175 4.873 1.718  -0.8422
92 C -0.206 3.567 1.437  0.3185
93 H 0.411 3.543 -1.899  0.5442
94 H 1.044 5.872 -1.397  0.5042
95 H 0.902 6.725 0.920  0.4625
96 H 0.137 5.234 2.738  0.4629
97 H -0.556 2.916 2.228  0.4257

***

Record 3
A 10-piece molecular cluster, C35H50O15 overall in a non-equilibrium geometry. Source: the OMol25 dataset; level of theory: ωB97M-V/def2-TZVPD.

Output
frontier orbital gap	7.94	eV
SMILES string	Oc1ccc(O)cc1.Oc1ccc(O)cc1.Oc1ccc(O)cc1.Oc1ccc(O)cc1.Oc1ccc(O)cc1.CO.CO.CO.CO.CO

Each line ends with the Mulliken charge.
Atoms and positions in Å:
1 O -0.814 -22.992 4.552  -0.3031
2 C -0.027 -22.090 5.059  0.6577
3 C 0.073 -20.880 4.421  -0.5937
4 C 0.943 -19.852 4.848  -0.3528
5 C 1.777 -20.106 5.975  0.5581
6 O 2.478 -19.095 6.487  -0.4590
7 C 1.689 -21.406 6.498  -0.4048
8 C 0.819 -22.492 6.112  -0.3113
9 H -0.691 -23.953 4.793  0.1109
10 H -0.481 -20.839 3.455  0.2963
11 H 0.834 -18.645 4.469  0.1552
12 H 2.842 -19.365 7.179  0.2205
13 H 2.263 -21.527 7.453  0.1241
14 H 0.867 -23.447 6.757  0.2777
15 O 6.246 -25.698 1.926  -0.5792
16 C 5.069 -26.066 1.237  0.4430
17 C 4.301 -25.059 0.665  -0.8125
18 C 3.173 -25.428 -0.029  -0.2465
19 C 2.820 -26.688 0.009  0.3024
20 O 1.516 -26.904 -0.538  -0.4285
21 C 3.485 -27.750 0.487  -0.4507
22 C 4.665 -27.464 1.225  -0.5348
23 H 7.131 -26.149 1.952  0.3259
24 H 4.582 -24.029 0.668  0.4991
25 H 2.658 -24.889 -0.777  0.5977
26 H 0.919 -26.094 -0.391  0.2105
27 H 3.074 -28.886 0.365  0.2259
28 H 5.313 -28.245 1.581  0.4228
29 O -5.499 -27.146 6.592  -0.5913
30 C -4.075 -26.953 6.494  0.3882
31 C -3.342 -27.572 5.482  -0.8260
32 C -1.942 -27.142 5.371  -0.2960
33 C -1.410 -26.247 6.289  0.3199
34 O -0.075 -25.799 6.274  -0.3702
35 C -2.131 -25.724 7.314  -0.5591
36 C -3.477 -26.079 7.386  -0.3511
37 H -5.963 -27.634 5.948  0.3256
38 H -4.049 -28.239 4.985  0.4880
39 H -1.505 -27.499 4.270  0.3477
40 H 0.532 -26.235 5.831  0.3145
41 H -1.797 -25.033 7.964  0.5939
42 H -4.184 -25.463 8.076  0.2310
43 O -0.685 -30.082 -3.310  -0.5248
44 C -1.552 -29.997 -2.199  0.8865
45 C -2.505 -31.099 -2.010  -1.3424
46 C -3.262 -31.007 -0.825  -0.3347
47 C -3.074 -30.033 0.125  0.1530
48 O -3.898 -29.897 1.146  -0.4182
49 C -2.059 -29.081 -0.115  -0.3074
50 C -1.325 -29.036 -1.301  -0.3941
51 H -0.770 -30.967 -3.417  0.2634
52 H -2.710 -31.878 -2.653  0.4571
53 H -4.205 -31.539 -0.660  0.2782
54 H -4.303 -30.889 1.434  0.3675
55 H -1.878 -28.413 0.686  0.7151
56 H -0.487 -28.201 -1.424  0.2274
57 O -7.550 -27.388 -3.236  -0.6093
58 C -6.697 -26.828 -2.429  0.5840
59 C -5.713 -27.510 -1.583  -0.8423
60 C -4.729 -26.787 -0.811  0.3043
61 C -4.924 -25.369 -0.762  0.6644
62 O -4.022 -24.718 0.054  -0.5932
63 C -5.922 -24.690 -1.383  -0.7494
64 C -6.756 -25.369 -2.371  -0.7802
65 H -7.715 -28.499 -3.164  0.3796
66 H -5.798 -28.537 -1.746  0.3387
67 H -4.099 -27.318 -0.149  0.2161
68 H -3.551 -25.418 0.663  0.0531
69 H -5.725 -23.696 -1.597  0.3725
70 H -7.555 -24.862 -2.768  0.5209
71 C 2.542 -26.297 3.822  -0.6477
72 O 2.299 -26.500 5.188  -0.5763
73 H 1.944 -25.611 3.442  0.2577
74 H 2.437 -27.132 3.192  0.3106
75 H 3.644 -26.087 3.788  0.2972
76 H 2.842 -26.018 5.644  0.2478
77 C -1.205 -24.601 -1.941  -0.7485
78 O 0.013 -24.691 -1.167  -0.4277
79 H -1.924 -23.928 -1.383  0.1661
80 H -1.605 -25.532 -2.053  0.1906
81 H -0.988 -24.176 -2.773  0.6305
82 H 0.410 -23.844 -1.222  0.2260
83 C -5.901 -27.941 2.940  -0.1972
84 O -6.654 -27.741 4.082  -0.5423
85 H -6.487 -27.297 2.239  0.4152
86 H -6.121 -29.049 2.580  0.1092
87 H -4.769 -27.919 2.876  -0.1671
88 H -7.210 -26.928 3.833  0.3982
89 C -1.278 -25.198 2.029  0.1651
90 O -2.435 -25.906 2.038  0.7647
91 H -1.043 -24.039 2.015  0.0450
92 H -0.725 -25.635 1.134  -0.1222
93 H -0.685 -25.509 2.852  -0.2113
94 H -2.701 -26.051 2.964  -0.4807
95 C -4.706 -23.856 3.992  -0.3666
96 O -5.319 -24.479 2.858  -0.5105
97 H -4.199 -24.626 4.580  -0.0558
98 H -5.494 -23.392 4.396  0.4549
99 H -4.006 -23.219 3.364  0.1820
100 H -4.940 -24.373 1.964  0.3417

***

Record 4
C35H51AsInN4OPSSi as an isolated structure. Source: the OMol25 dataset; level of theory: ωB97M-V/def2-TZVPD.

Output
frontier orbital gap	7.20	eV

Each line ends with the Mulliken charge.
Atoms and positions in Å:
1 In 0.544 0.195 -0.003  1.7222
2 C 5.390 -2.895 -0.417  -0.7143
3 C 4.275 -3.591 0.357  -0.4344
4 N 2.956 -3.380 -0.245  -0.0995
5 C 1.981 -2.566 0.222  0.1498
6 S 0.572 -2.357 -0.794  -0.6258
7 N 2.146 -2.053 1.450  -1.2142
8 N 1.105 -1.232 1.744  1.0292
9 C 0.742 -0.975 2.937  0.1381
10 C 1.461 -1.464 4.153  -1.9615
11 C -0.601 -0.307 3.020  0.9391
12 C -1.256 -0.138 4.231  -0.8915
13 C -2.584 0.269 4.234  -0.5974
14 C -3.226 0.503 3.033  -1.3178
15 C -2.491 0.356 1.867  -0.2041
16 N -1.219 -0.032 1.856  0.4816
17 H 6.369 -3.136 0.013  0.3772
18 H 5.391 -3.215 -1.466  0.2916
19 H 5.256 -1.812 -0.395  0.0492
20 H 4.464 -4.663 0.395  0.3280
21 H 4.226 -3.225 1.375  0.2564
22 H 2.832 -3.655 -1.202  0.2248
23 H 2.408 -1.902 3.852  0.4063
24 H 1.650 -0.636 4.844  0.3863
25 H 0.878 -2.222 4.686  0.3704
26 H -0.742 -0.353 5.159  0.4899
27 H -3.112 0.394 5.172  0.4071
28 H -4.265 0.803 2.997  0.4818
29 H -2.941 0.523 0.890  0.5262
30 C 6.269 1.256 -0.311  -0.6757
31 C 5.275 1.053 0.678  -1.2106
32 C 3.990 0.768 0.313  0.5749
33 C 3.595 0.680 -1.056  0.9270
34 C 2.237 0.417 -1.452  -0.2114
35 C 1.983 0.310 -2.797  -0.4838
36 C 2.992 0.460 -3.780  -0.9826
37 C 4.276 0.736 -3.411  -1.0544
38 C 4.612 0.858 -2.039  0.7936
39 C 5.944 1.151 -1.632  -0.8316
40 H 7.286 1.490 -0.015  0.3885
41 H 5.540 1.110 1.728  0.4275
42 H 3.250 0.583 1.081  0.0724
43 H 0.977 0.071 -3.129  0.4392
44 H 2.745 0.343 -4.831  0.4240
45 H 5.057 0.854 -4.157  0.3532
46 H 6.704 1.291 -2.398  0.3737
47 C -2.328 1.761 -3.828  -1.2091
48 As -1.557 2.057 -2.109  0.8847
49 C -0.055 3.215 -2.330  -0.7367
50 C -2.903 2.887 -1.031  -0.9505
51 O -1.118 0.589 -1.436  -0.3745
52 H -2.795 2.674 -4.189  0.4334
53 H -3.066 0.970 -3.739  0.3355
54 H -1.542 1.449 -4.509  0.3367
55 H -0.371 4.220 -2.610  0.5380
56 H 0.584 2.783 -3.093  0.4154
57 H 0.486 3.233 -1.384  -0.2645
58 H -3.113 3.906 -1.356  0.4607
59 H -2.535 2.886 -0.008  -0.1799
60 H -3.801 2.280 -1.098  0.4944
61 C -4.520 -0.949 -1.288  -0.9685
62 P -3.156 -2.108 -0.809  0.8397
63 C -2.381 -2.315 -2.466  -1.2303
64 C -4.163 -3.652 -0.706  0.5047
65 C -4.324 -4.233 0.555  -0.6025
66 C -5.108 -5.370 0.729  -0.5277
67 C -5.739 -5.948 -0.363  -0.4306
68 C -5.579 -5.389 -1.627  -0.6841
69 C -4.799 -4.252 -1.795  -0.2876
70 H -5.074 -1.310 -2.160  0.4953
71 H -4.086 0.028 -1.515  -0.1229
72 H -5.213 -0.835 -0.451  0.3198
73 H -3.115 -2.352 -3.275  0.4556
74 H -1.788 -3.232 -2.466  0.4425
75 H -1.700 -1.476 -2.629  -0.0137
76 H -3.814 -3.789 1.407  0.3510
77 H -5.219 -5.808 1.715  0.3766
78 H -6.350 -6.835 -0.235  0.3642
79 H -6.064 -5.842 -2.483  0.3887
80 H -4.681 -3.838 -2.792  0.2249
81 C -1.222 3.628 2.664  -0.8268
82 Si 0.347 3.736 1.654  0.1577
83 C 1.606 4.546 2.779  -1.3152
84 C 0.035 4.991 0.290  -0.8458
85 C 1.034 2.141 1.063  -0.6414
86 H -1.456 4.616 3.085  0.4083
87 H -1.102 2.923 3.498  0.2032
88 H -2.091 3.300 2.081  0.2218
89 H 1.283 5.553 3.081  0.2751
90 H 2.581 4.633 2.281  0.3207
91 H 1.749 3.949 3.690  0.3015
92 H -0.385 5.904 0.734  0.4195
93 H -0.669 4.641 -0.469  0.0851
94 H 0.970 5.264 -0.222  0.3267
95 H 1.474 1.687 1.969  0.2511
96 H 1.895 2.419 0.438  0.2618